(1)
{
  "formula": "C4H15N2O2",
  "method": "ωB97M-V with the def2-TZVPD basis set",
  "species": ["C", "C", "C", "C", "N", "N", "H", "H", "H", "H", "H", "H", "H", "H", "H", "H", "H", "H", "H", "O", "H", "H", "O"],
  "coordinates": [[-2.741, 0.977, 0.011], [-1.726, 1.031, -1.125], [-0.392, 0.485, -0.751], [0.518, -0.128, -1.482], [1.682, -0.721, -0.771], [-2.111, 1.368, 1.296], [-3.193, -0.011, 0.118], [-3.599, 1.660, -0.123], [-1.560, 1.973, -1.635], [-2.124, 0.466, -1.977], [-0.162, 0.464, 0.342], [0.523, -0.266, -2.543], [1.599, -0.475, 0.220], [1.598, -1.738, -0.770], [2.613, -0.464, -1.092], [-1.947, 2.355, 1.408], [-2.635, 0.961, 2.055], [0.885, -2.945, 1.495], [-0.226, -1.965, 1.607], [0.597, -2.101, 1.129], [4.297, -1.074, 1.089], [4.213, 0.504, 0.904], [3.893, -0.358, 0.596]],
  "e_homo_ha": -0.45276,
  "gap_ha": 0.3476,
  "largest_force_ha_per_bohr": 0.03901,
  "molar_mass_g_mol": 123.18,
  "charge": 1,
  "total_energy_ev": -11459.7099,
  "relative_energy_kcal_mol": 35.7,
  "lumo_energy_ev": -2.86
}


(2)
{
  "formula": "C34H84Cl4HfO9",
  "method": "ωB97M-V with the def2-TZVPD basis set",
  "species": ["Hf", "C", "C", "O", "H", "H", "H", "H", "H", "C", "C", "O", "H", "H", "H", "H", "H", "C", "Cl", "Cl", "H", "H", "C", "Cl", "Cl", "H", "H", "C", "C", "O", "C", "C", "H", "H", "H", "H", "H", "H", "H", "H", "H", "H", "C", "C", "O", "C", "C", "H", "H", "H", "H", "H", "H", "H", "H", "H", "H", "C", "C", "O", "C", "C", "H", "H", "H", "H", "H", "H", "H", "H", "H", "H", "C", "C", "O", "C", "C", "H", "H", "H", "H", "H", "H", "H", "H", "H", "H", "C", "C", "O", "C", "C", "H", "H", "H", "H", "H", "H", "H", "H", "H", "H", "C", "C", "O", "C", "C", "H", "H", "H", "H", "H", "H", "H", "H", "H", "H", "C", "C", "O", "C", "C", "H", "H", "H", "H", "H", "H", "H", "H", "H", "H"],
  "coordinates": [[16.541, 9.943, 11.625], [17.736, 11.569, 15.129], [18.565, 11.907, 13.958], [18.080, 11.317, 12.798], [16.720, 11.945, 15.012], [18.220, 11.934, 16.034], [17.771, 10.489, 15.277], [19.559, 11.481, 14.089], [18.713, 12.985, 13.893], [13.726, 11.347, 14.974], [13.485, 11.052, 13.514], [14.633, 10.897, 12.765], [14.299, 12.272, 15.033], [14.210, 10.559, 15.550], [12.828, 11.343, 15.592], [12.952, 11.918, 13.121], [12.832, 10.191, 13.375], [10.243, 8.064, 13.466], [10.104, 7.433, 15.127], [9.554, 9.670, 13.336], [11.273, 8.071, 13.107], [9.740, 7.391, 12.772], [16.600, 11.508, 18.336], [16.123, 9.879, 17.735], [18.341, 11.541, 18.775], [16.435, 12.185, 17.498], [15.988, 11.691, 19.219], [12.628, 8.374, 17.758], [11.747, 9.635, 17.804], [10.721, 9.492, 18.746], [9.824, 10.581, 18.790], [8.751, 10.398, 19.834], [13.411, 8.422, 17.001], [13.100, 8.226, 18.729], [12.027, 7.483, 17.578], [12.379, 10.473, 18.098], [11.449, 9.816, 16.771], [10.440, 11.463, 18.968], [9.377, 10.889, 17.844], [8.146, 9.503, 19.694], [8.119, 11.284, 19.904], [9.291, 10.279, 20.774], [15.239, 7.221, 14.226], [16.366, 8.209, 14.572], [17.054, 8.435, 13.321], [18.160, 7.515, 13.093], [19.431, 8.195, 13.428], [14.392, 7.781, 13.830], [15.500, 6.367, 13.600], [14.831, 6.835, 15.161], [15.945, 9.111, 15.017], [16.939, 7.773, 15.391], [17.958, 6.617, 13.678], [18.156, 7.113, 12.080], [19.341, 8.663, 14.409], [19.665, 8.995, 12.725], [20.264, 7.499, 13.522], [13.815, 10.513, 21.104], [12.951, 11.718, 20.867], [13.578, 12.486, 19.886], [12.848, 13.598, 19.393], [13.471, 14.183, 18.112], [13.391, 9.853, 21.861], [13.969, 9.971, 20.171], [14.809, 10.793, 21.452], [11.977, 11.426, 20.476], [12.812, 12.299, 21.779], [11.826, 13.278, 19.193], [12.846, 14.337, 20.194], [14.441, 14.598, 18.388], [12.946, 15.033, 17.679], [13.664, 13.489, 17.294], [14.573, 15.156, 14.542], [14.855, 16.636, 14.200], [15.240, 16.810, 12.859], [15.508, 18.140, 12.495], [16.094, 18.096, 11.065], [13.882, 14.654, 13.865], [15.479, 14.549, 14.534], [14.142, 15.079, 15.541], [13.955, 17.210, 14.423], [15.665, 17.006, 14.829], [14.556, 18.670, 12.490], [16.180, 18.588, 13.228], [15.585, 17.369, 10.432], [17.154, 17.847, 11.094], [15.955, 19.102, 10.669], [10.766, 14.164, 11.822], [10.382, 12.874, 11.079], [9.223, 13.154, 10.252], [8.786, 11.961, 9.509], [7.473, 12.397, 8.857], [11.630, 13.970, 12.458], [10.978, 14.932, 11.078], [9.942, 14.427, 12.486], [11.212, 12.640, 10.413], [10.181, 12.031, 11.741], [9.547, 11.743, 8.759], [8.718, 11.047, 10.100], [7.701, 13.006, 7.983], [6.755, 12.851, 9.541], [7.053, 11.442, 8.542], [15.028, 10.412, 7.927], [14.565, 11.060, 9.224], [15.717, 11.333, 10.008], [16.219, 12.685, 9.859], [15.518, 13.622, 10.837], [15.653, 11.119, 7.382], [15.517, 9.448, 8.066], [14.169, 10.209, 7.287], [13.879, 11.889, 9.050], [13.939, 10.356, 9.772], [17.302, 12.663, 9.976], [16.044, 12.959, 8.818], [15.728, 14.661, 10.579], [15.773, 13.554, 11.894], [14.433, 13.587, 10.739], [8.890, 14.858, 19.411], [8.351, 14.534, 17.965], [9.520, 13.966, 17.359], [9.242, 13.662, 15.981], [10.416, 12.996, 15.303], [9.691, 15.597, 19.371], [8.092, 15.223, 20.057], [9.357, 14.004, 19.903], [7.633, 13.716, 18.011], [7.981, 15.373, 17.376], [8.354, 13.038, 15.875], [9.080, 14.584, 15.423], [11.329, 13.584, 15.394], [10.206, 12.773, 14.257], [10.527, 12.023, 15.782]],
  "e_homo_ha": -0.47187,
  "gap_ha": 0.1242,
  "largest_force_ha_per_bohr": 0.20018,
  "molar_mass_g_mol": 957.34,
  "charge": 2,
  "total_energy_ev": -106422.3519,
  "relative_energy_kcal_mol": 0.0,
  "lumo_energy_ev": -9.46
}